No. 1
ORCA calculation (ωB97M-V with the def2-TZVPD basis set) on a molecular structure, C13H15CoF5N7S.

```
42
Properties=species:S:1:pos:R:3:forces:R:3:nbo_charge:R:1
Co 0.105215 0.252714 0.440223 0.008 -0.654 -0.124 1.41
C 0.820443 -4.419492 -2.190296 -0.006 0.010 0.092 -0.43
N 0.083822 -3.669465 -1.163317 0.011 -0.069 -0.071 -0.38
C -1.200644 -4.189266 -0.690169 0.042 0.001 -0.008 -0.43
C 0.510828 -2.488895 -0.703440 0.203 0.006 0.035 0.66
N -0.155664 -1.718345 0.111612 -0.173 0.156 -0.061 -0.93
N 1.787588 -2.121706 -1.124426 -0.083 0.205 0.058 -0.60
C 2.414262 -0.894252 -1.054945 -0.019 -0.187 -0.026 0.66
N 3.662144 -0.889842 -1.549840 -0.003 -0.004 -0.007 -0.77
N 1.835826 0.160594 -0.564971 -0.096 0.315 0.222 -0.93
H 0.182032 -5.210731 -2.565818 -0.038 -0.008 0.012 0.25
H 1.720066 -4.892666 -1.785879 -0.033 0.014 0.024 0.21
H 1.079034 -3.783420 -3.036785 -0.023 0.026 0.002 0.22
H -1.313724 -5.209014 -1.040049 0.006 -0.015 -0.011 0.25
H -2.035368 -3.599871 -1.076081 0.011 0.011 -0.005 0.22
H -1.234570 -4.210625 0.399266 0.025 0.010 0.019 0.22
H -1.071068 -2.090389 0.327070 0.010 -0.116 -0.022 0.39
H 2.332810 -2.860583 -1.531054 0.035 -0.065 -0.055 0.42
H 4.095827 -1.706161 -1.945303 -0.015 -0.003 -0.006 0.42
H 4.212350 -0.048839 -1.540349 0.000 0.035 0.008 0.43
H 2.420195 0.983724 -0.630277 0.101 0.005 -0.064 0.39
F -2.083310 6.664429 -1.036942 0.009 0.142 0.000 -0.22
C -2.011997 5.368291 -1.008570 0.044 0.014 0.035 0.39
C -2.954974 4.610176 -1.699776 -0.097 0.134 -0.068 0.27
F -3.903678 5.214131 -2.380648 0.012 0.007 0.028 -0.24
C -2.877528 3.241709 -1.656013 0.096 -0.069 0.058 0.40
F -3.770578 2.530980 -2.297930 -0.023 -0.110 -0.030 -0.24
C -1.849632 2.580058 -0.927816 0.082 -0.119 0.007 -0.32
S -1.774700 0.894137 -0.912937 -0.065 0.286 0.096 0.07
C -0.907609 3.398570 -0.251913 -0.235 0.022 -0.143 0.32
F 0.083492 2.832832 0.436032 0.188 -0.263 0.086 -0.30
C -0.978039 4.756106 -0.276636 -0.078 0.172 -0.064 0.32
F -0.101892 5.501765 0.361645 0.024 0.049 0.010 -0.25
N -0.721137 0.927155 3.351321 -0.095 0.078 0.026 -0.31
C -0.266119 0.774652 4.604261 -0.011 -0.024 0.061 0.02
C 1.022974 0.300828 4.516595 0.079 -0.037 -0.019 -0.31
C 1.270090 0.198492 3.148205 0.077 0.040 0.079 0.00
N 0.207171 0.585994 2.439546 0.190 -0.025 -0.010 -0.45
H -1.616800 1.286027 3.069556 -0.046 -0.010 -0.037 0.43
H -0.880133 1.002186 5.461258 0.003 0.026 -0.071 0.26
H 1.691738 0.061892 5.326502 -0.055 0.034 -0.049 0.27
H 2.171242 -0.123891 2.649100 -0.062 -0.018 -0.010 0.23
```
Positions in Å, forces in eV/Å.

Summary:
Multiplicity: 5
Charge: +2
Orbital gap (alpha / beta), hartree: 0.3601 / 0.2385
⟨S²⟩: 6.03
F_max, eV Å⁻¹: 0.67


No. 2
ORCA calculation (ωB97M-V with the def2-TZVPD basis set) on 3 unconnected molecules or ions with the total composition C13H15F3N2O11.

```
44
Properties=species:S:1:pos:R:3:forces:R:3:nbo_charge:R:1
C 0.051868 2.042406 -1.782055 0.044 -0.094 0.049 -0.67
C 0.497657 0.634738 -1.439421 0.202 0.896 0.406 0.36
F -0.348259 -0.296659 -1.966268 0.031 -0.160 -0.041 -0.34
N 0.489478 0.450743 0.043749 0.463 -0.239 -0.280 -0.34
N 1.343335 1.509213 0.564803 -0.151 -0.394 0.680 -0.47
C 0.833043 2.066764 1.540291 -0.556 0.588 -0.903 0.90
O 0.349392 2.733917 2.352248 0.421 -0.263 0.326 -0.46
C 1.013413 -0.846158 0.380918 0.037 -0.005 -0.070 0.89
O 0.313356 -1.808782 0.363309 0.026 0.004 -0.063 -0.51
O 2.347286 -0.877754 0.646034 -0.179 0.212 0.326 -0.55
C 2.681326 -0.918345 2.057925 -0.312 -0.526 -0.275 -0.10
C 3.083195 -2.329206 2.462601 0.057 0.594 -0.647 -0.10
O 1.953698 -3.169500 2.734255 0.590 -0.640 0.507 -0.52
C 1.550984 -3.143106 4.020936 -0.441 0.463 0.433 0.65
O 1.360847 -2.143339 4.654672 0.351 0.027 -0.110 -0.56
H -0.455302 2.012668 -2.745239 -0.046 0.037 0.023 0.23
H -0.606268 2.438223 -1.011725 -0.121 -0.150 -0.276 0.26
H 0.905405 2.712868 -1.859713 0.070 -0.071 -0.037 0.22
H 1.521915 0.462922 -1.791567 -0.136 -0.334 -0.222 0.15
H 1.798337 -0.637020 2.628685 0.178 0.226 0.207 0.21
H 3.496508 -0.212802 2.197843 0.000 0.030 0.055 0.21
H 3.595911 -2.781118 1.615086 -0.042 -0.107 0.019 0.22
H 3.783919 -2.304460 3.298141 -0.232 -0.023 0.205 0.19
H 1.400415 -4.126205 4.485139 -0.138 -0.202 -0.515 0.13
C -4.000309 5.554237 1.907868 -0.007 0.266 0.022 -0.13
C -3.737941 4.370972 2.811935 -0.229 -0.116 -0.065 0.44
O -3.355754 3.367151 1.889792 0.268 0.174 0.072 -0.49
C -2.799937 3.991478 0.816098 -0.015 -0.066 -0.096 0.98
O -2.149565 3.451472 -0.014412 -0.167 0.099 0.082 -0.57
O -3.084063 5.314777 0.835354 -0.034 -0.084 0.108 -0.48
F -4.853150 3.974698 3.468625 0.020 -0.038 -0.032 -0.32
H -5.021697 5.544531 1.525223 -0.030 -0.120 0.075 0.21
H -3.800415 6.511666 2.380836 0.167 0.007 -0.113 0.21
H -2.933543 4.519982 3.534186 -0.067 -0.037 0.086 0.16
C 0.505313 -3.237799 -3.482441 0.121 0.065 0.320 -0.13
C -0.654673 -3.965147 -4.120995 -0.053 0.251 -0.158 0.45
O -0.160317 -4.244548 -5.418205 0.101 -0.256 0.205 -0.50
C 1.198271 -4.342042 -5.325282 0.109 0.075 -0.094 0.97
O 1.898902 -4.809900 -6.156082 -0.015 0.045 -0.027 -0.55
O 1.627311 -3.834248 -4.143919 -0.165 -0.039 -0.040 -0.49
F -1.755697 -3.183802 -4.222742 0.007 -0.025 -0.057 -0.32
H 0.478425 -2.169447 -3.698619 -0.156 -0.014 -0.067 0.21
H 0.565747 -3.382823 -2.406758 0.143 -0.092 -0.030 0.22
H -0.928363 -4.901214 -3.631108 -0.113 0.037 0.014 0.15
```
Positions in Å, forces in eV/Å.

Summary:
Orbital gap, hartree: 0.3914
Structure (SMILES): C[C@H](F)N(N=C=O)C(=O)OCCOC=O.O=C1OC[C@@H](F)O1.O=C1OC[C@@H](F)O1
F_max, eV Å⁻¹: 1.21


> F_max of number 2 (C13H15F3N2O11)?

1.21 eV Å⁻¹


> The lowest F_max belongs to which entry?

C13H15CoF5N7S


> Number 1 is which compound?

C13H15CoF5N7S


> What is the F_max in the second record?

1.21 eV Å⁻¹